No. 1
{"formula": "C20H19N3O8Ru", "method": "wB97M-V/def2-TZVPD", "elements": ["Ru", "O", "C", "C", "N", "C", "C", "O", "O", "C", "C", "O", "O", "H", "H", "H", "H", "H", "H", "H", "H", "H", "O", "C", "C", "C", "C", "C", "C", "C", "O", "N", "N", "C", "C", "C", "C", "C", "C", "C", "O", "H", "H", "H", "H", "H", "H", "H", "H", "H", "H"], "xyz": [[0.1387, -1.0545, 0.2108], [-0.1773, -3.3326, -1.0853], [0.8124, -3.4296, -2.0832], [2.1773, -2.9298, -1.6037], [2.1420, -1.5401, -1.1640], [2.0991, -0.6172, -2.2815], [0.6373, -0.3731, -2.8280], [0.5401, -0.0756, -4.0095], [-0.2935, -0.4878, -1.9963], [3.2209, -1.2597, -0.2253], [2.9857, -2.0974, 1.0854], [3.9357, -2.6837, 1.5804], [1.7964, -2.0884, 1.4916], [0.1353, -3.7812, -0.2813], [0.4560, -2.8339, -2.9267], [0.9146, -4.4772, -2.4101], [2.9109, -3.0577, -2.4185], [2.4967, -3.5552, -0.7619], [2.7351, -0.9509, -3.1139], [2.4414, 0.3652, -1.9530], [3.1740, -0.2041, 0.0573], [4.2114, -1.4971, -0.6424], [-0.9245, 4.3642, 1.5269], [0.0456, 4.5114, 0.6099], [0.4051, 5.8069, 0.2387], [1.3542, 6.0219, -0.7374], [1.9722, 4.9486, -1.3586], [1.6541, 3.6636, -0.9685], [0.6989, 3.4195, 0.0140], [0.3663, 2.0129, 0.3580], [1.1837, 1.0965, 0.1117], [-0.8331, 1.8469, 0.9003], [-1.2402, 0.5870, 1.1166], [-2.4706, 0.4491, 1.5075], [-3.1474, -0.7563, 1.8294], [-4.5053, -0.6774, 2.1820], [-5.2294, -1.7839, 2.5459], [-4.6104, -3.0384, 2.5700], [-3.2979, -3.1647, 2.2178], [-2.5026, -2.0451, 1.8228], [-1.2896, -2.2304, 1.5188], [-1.1319, 3.3937, 1.5725], [-0.0976, 6.6328, 0.7202], [1.6022, 7.0345, -1.0291], [2.6874, 5.1212, -2.1515], [2.1222, 2.8167, -1.4452], [-3.0613, 1.3667, 1.6030], [-4.9824, 0.2933, 2.1563], [-6.2704, -1.6907, 2.8164], [-5.1756, -3.9119, 2.8712], [-2.8119, -4.1271, 2.2395]], "charge": -1, "total_energy_ha": -1634.6582, "s_squared": 1.007, "spin_multiplicity": 2, "relative_energy_kcal_mol": 0.0}



No. 2
{"formula": "C20H19N5NaO2", "method": "wB97M-V/def2-TZVPD", "elements": ["Na", "O", "C", "C", "C", "C", "C", "C", "C", "N", "C", "C", "N", "C", "C", "C", "C", "C", "C", "C", "O", "H", "H", "H", "H", "H", "H", "H", "H", "H", "H", "H", "H", "H", "H", "N", "C", "C", "N", "C", "C", "N", "H", "H", "H", "H", "H"], "xyz": [[-0.4326, 0.4120, -0.9852], [0.5994, 2.1515, -0.7581], [1.8469, 2.2946, -0.9675], [2.3514, 3.3940, -1.7421], [3.6962, 3.6353, -1.8916], [4.6633, 2.8026, -1.3005], [4.2183, 1.7096, -0.5887], [2.8581, 1.4128, -0.4288], [2.5269, 0.1341, 0.2036], [1.3882, -0.4277, 0.1456], [1.2095, -1.7660, 0.6931], [-0.2550, -1.9669, 1.0893], [-1.0999, -1.6279, -0.0451], [-1.7746, -2.5489, -0.6073], [-2.5300, -2.4143, -1.8479], [-3.3691, -3.4795, -2.2076], [-4.1100, -3.4852, -3.3688], [-3.9869, -2.3742, -4.2270], [-3.1585, -1.3222, -3.9273], [-2.3793, -1.2688, -2.7199], [-1.6097, -0.2912, -2.4718], [1.6101, 4.0477, -2.1880], [4.0190, 4.4911, -2.4762], [5.7203, 3.0040, -1.4140], [4.9416, 1.0294, -0.1443], [3.3652, -0.3735, 0.7068], [1.8661, -1.9744, 1.5469], [1.4403, -2.4976, -0.0890], [-0.4788, -1.2835, 1.9146], [-0.4013, -2.9965, 1.4460], [-1.7926, -3.5546, -0.1554], [-3.4262, -4.3312, -1.5327], [-4.7570, -4.3168, -3.6171], [-4.5552, -2.3535, -5.1516], [-3.0584, -0.4771, -4.5993], [-0.9116, 0.2008, 5.4026], [-0.6086, 0.9770, 4.2889], [-1.4273, 0.9711, 3.1536], [-1.1633, 1.7181, 2.0989], [-0.0855, 2.5089, 2.1601], [0.7099, 2.5136, 3.2886], [0.4609, 1.7489, 4.3575], [-1.4479, -0.6318, 5.2274], [-0.1244, 0.0612, 6.0142], [-2.3002, 0.3232, 3.1036], [0.1590, 3.0820, 1.2751], [1.5932, 3.1399, 3.3363]], "charge": -1, "total_energy_ha": -1360.2169, "relative_energy_kcal_mol": 9.0}